Formula: C54H46N3O6
Source: the Open Molecules 2025 dataset
Level of theory: the ωB97M-V functional and the def2-TZVPD basis

The geometry in XYZ format:
```
109
Properties=species:S:1:pos:R:3:forces:R:3:mulliken_charge:R:1
C -4.54852 0.55227 3.54378 0.042 -0.152 -0.110 0.53
H 2.46687 2.44741 -2.33887 0.028 0.035 0.030 0.51
C 5.12846 0.07681 0.73115 0.720 0.608 -0.313 -0.46
C -1.06787 6.53537 -7.63742 -0.049 0.064 -0.100 -0.59
C -3.75445 -0.71914 5.52011 0.092 -0.119 0.096 -0.24
H 5.58660 2.11117 1.02722 0.629 -0.052 0.202 0.30
C -3.85665 0.19977 7.73943 -0.027 0.015 -0.097 -0.70
O -1.42277 -3.35803 6.06152 0.018 -0.002 0.025 -0.68
C 0.54380 -1.64423 2.80870 0.034 -0.026 -0.041 -1.07
C 5.37228 -2.39558 -0.00413 -0.996 -0.003 -1.701 0.49
C 0.66652 5.18468 -3.18380 0.033 -0.020 0.136 -0.61
H -3.01159 -5.11332 6.85304 0.053 0.071 -0.028 0.49
H 5.91347 -3.89786 -1.52308 -0.143 -0.003 -0.085 0.71
C -3.51352 -0.83650 6.87715 0.016 -0.040 0.079 -0.34
C -1.41422 -3.58716 2.46736 -0.002 0.000 0.110 -0.28
C 6.35152 -3.00915 -1.06915 0.550 0.664 0.316 -1.73
H -4.98548 1.18415 0.98130 0.010 -0.074 0.077 0.49
C -0.77294 -3.04627 1.36047 0.151 0.081 -0.120 -0.53
C 0.15114 4.31135 -8.78387 -0.030 0.010 -0.122 -0.55
H -3.48587 -1.52048 4.84531 -0.032 0.054 -0.084 0.60
H 1.50003 4.49102 -1.33911 0.000 0.001 0.005 0.44
H -1.54091 7.39683 -7.18726 0.040 -0.013 0.088 0.48
H 6.61074 -1.03284 -2.05546 -0.219 0.011 0.115 0.21
H 2.19664 2.00829 -4.76120 -0.009 0.061 -0.151 0.61
O -0.79377 6.86739 -4.87001 0.010 -0.016 0.020 -0.64
C -3.31640 -5.41481 5.86058 -0.077 -0.060 0.076 -0.59
H -6.00026 3.24966 0.08201 -0.013 0.000 -0.005 0.41
C 6.87853 -2.07869 -2.17789 0.550 -0.579 -0.204 -0.26
C -5.15050 1.81014 3.02172 -0.004 0.046 0.089 0.14
C -3.11593 -5.21114 3.46464 0.068 0.077 0.072 0.16
H -3.65652 0.11207 8.79894 -0.012 -0.008 0.007 0.41
C -6.30082 4.12926 2.01742 0.021 -0.040 -0.021 -0.48
C -5.36482 2.69638 5.36411 -0.058 0.129 0.133 0.57
H -6.46178 4.75686 4.06286 0.036 -0.046 0.084 0.48
H -3.05117 -1.73682 7.26070 0.026 0.008 0.000 0.45
O -4.22972 -0.34820 2.79247 0.038 0.023 0.003 -0.71
C -4.70445 1.46451 5.88014 0.023 -0.035 -0.079 0.40
N 2.15286 -0.33384 -0.30088 -1.104 -2.134 -0.749 -0.29
N 3.03215 -2.68732 -0.10592 0.540 -0.127 -0.886 0.39
H 0.23683 6.07762 -2.75155 -0.052 0.029 -0.088 0.50
H 4.58085 -2.95783 -3.01278 -0.088 -0.009 0.019 0.24
H 4.98142 -0.12344 1.78835 -0.490 0.043 -0.001 0.28
H 0.71168 -1.65493 0.66683 -0.255 0.081 0.322 0.22
C -2.47902 -4.61305 2.26181 -0.133 -0.061 -0.164 0.72
C -1.14504 6.32564 -9.00377 0.027 -0.044 -0.013 -0.48
C 1.76922 2.89577 -4.31451 0.081 -0.090 0.237 -0.67
C 0.20542 -2.08034 1.53034 0.021 -0.214 -0.064 0.53
C -0.52902 5.21863 -9.57787 -0.024 0.035 0.033 -0.50
H 6.86465 -1.76440 -4.25794 0.124 -0.095 -0.172 0.41
C 4.16337 -3.27545 -0.10138 0.375 -0.427 0.617 -0.92
H -0.01087 -0.71418 -2.72359 -0.112 -0.187 0.011 0.43
H -5.42818 -7.53682 4.28203 -0.006 -0.004 0.001 0.41
C 6.53888 -2.56091 -3.58894 -0.169 0.881 -0.087 -0.88
H 2.01094 -0.08036 -3.63955 -0.159 -0.154 -0.079 0.37
C -4.33854 0.43281 5.01318 -0.060 0.107 -0.017 -0.20
H 4.84479 -0.53834 -1.22697 0.035 -0.622 -0.355 0.05
C -0.37415 5.63708 -6.83733 0.073 -0.109 0.021 0.16
C -5.88000 3.12644 1.15018 -0.009 0.025 0.039 -0.52
C -5.55785 2.82485 3.89121 0.050 -0.107 -0.024 0.17
O -2.80169 -4.94517 1.14148 0.055 -0.011 0.001 -0.68
C 0.50807 4.93518 -4.54188 0.049 -0.069 -0.046 0.14
C 1.91908 3.14485 -2.96121 -0.049 0.029 -0.001 -0.04
C -0.08912 -2.18322 3.91427 0.094 0.092 -0.017 -0.64
C 4.71421 -0.99604 -0.25301 0.238 0.462 1.054 1.38
N 5.11912 -2.77304 -3.84345 0.162 -0.325 -0.072 -0.50
H 4.69904 -2.03881 -4.38706 -0.086 0.088 0.043 0.34
H 7.20858 -3.38193 -0.51412 0.020 -0.102 0.056 0.40
H 0.16661 -1.85038 4.91084 -0.072 -0.063 0.047 0.53
C -6.14004 3.97934 3.38420 -0.041 0.096 -0.091 -0.57
C -1.06321 -3.16199 3.74655 -0.022 -0.030 -0.083 0.10
C -4.45701 1.34523 7.24262 0.050 -0.060 0.107 -0.60
O 1.42617 2.51338 -7.05149 0.001 -0.004 0.039 -0.66
C 3.21071 -1.22461 0.08873 0.762 1.821 1.241 -1.87
H 3.39877 0.21992 -2.57046 0.028 0.127 -0.214 0.30
C -1.71728 -3.75037 4.95233 -0.025 0.039 0.176 0.69
C 2.53470 -0.41560 -2.75389 0.646 -0.467 0.781 -1.45
H 7.14171 -3.42808 -3.85630 -0.156 -0.274 0.155 0.30
C 0.94672 3.51989 -6.57131 0.050 -0.144 -0.152 0.54
H 3.19512 -1.13748 1.17759 -0.095 -0.161 0.120 0.45
H -0.08133 0.73683 -1.78451 -0.200 0.021 0.139 0.32
C -4.27775 -6.39635 5.69029 -0.013 -0.002 -0.053 -0.58
H 2.16438 -3.20516 -0.20088 -0.240 0.289 0.110 0.29
H -0.34631 -0.82273 -0.95618 -0.116 0.071 0.111 0.24
H 4.23545 -4.34817 -0.23391 -0.174 -0.103 0.220 0.53
C 1.37378 4.29373 -2.39549 -0.007 -0.041 -0.016 -0.86
H -6.75233 5.03036 1.62435 -0.004 0.004 -0.004 0.41
H -4.72493 -6.86707 6.55535 -0.012 0.003 0.004 0.43
C -4.67055 -6.77575 4.41120 0.023 0.018 0.045 -0.51
H 2.94405 -1.42125 -2.87766 -0.146 -0.072 -0.369 0.39
H 1.30041 -0.87952 2.93858 -0.033 0.035 -0.007 0.52
C -2.73534 -4.81481 4.75072 0.031 0.000 -0.122 0.39
H 0.62719 3.44670 -9.22461 0.021 -0.042 0.083 0.47
C 0.20879 -0.31743 -1.73542 0.446 0.903 -0.262 -1.37
C 0.22738 4.51303 -7.41158 -0.009 0.070 0.097 0.22
H 5.85021 -2.38280 0.97084 -0.200 -0.302 0.234 0.68
H -4.73217 2.15256 7.90694 -0.056 0.052 -0.072 0.49
C 1.68977 -0.37845 -1.50539 -0.023 0.538 -0.160 1.52
H -4.39097 -6.48003 2.30459 0.065 0.054 -0.045 0.49
C 1.07007 3.79314 -5.11003 -0.063 0.083 -0.047 0.06
H 6.03302 1.38762 -0.63175 -0.460 0.336 -0.214 0.27
H -1.04914 -3.38636 0.36967 -0.118 -0.042 0.055 0.56
C -4.09128 -6.18579 3.30062 -0.082 -0.091 0.023 -0.66
C -5.31005 1.96859 1.65071 -0.032 0.059 -0.120 -0.51
H -1.68263 7.02835 -9.62604 -0.001 0.004 -0.005 0.41
C -0.27004 5.89931 -5.37550 -0.105 0.169 0.017 0.65
H -0.58208 5.06401 -10.64711 -0.008 -0.002 -0.006 0.41
C 5.61894 1.26253 0.36136 -0.358 -0.745 0.035 -0.97
O -5.73023 3.57102 6.11930 0.013 0.004 -0.014 -0.66
H 7.96732 -2.10993 -2.12466 0.071 0.196 0.097 0.40
```
Positions in Å, forces in eV/Å.

The calculation puts the total energy at -2700.7994 Ha. The largest force on an atom is 2.52 eV/Å. The value obtained for the LUMO energy is -3.984 eV. The HOMO energy comes out at -0.4055 hartree. The value obtained for the gap between HOMO and LUMO is 7.05 eV. As for the energy above the lowest of the compared OMol25 structures with the same formula, charge and spin: 0.000 eV. The net charge is +1.

Formula: C54H47N9O2PTaTe
Source: the Open Molecules 2025 dataset
Level of theory: the ωB97M-V functional and the def2-TZVPD basis

The geometry in XYZ format:
```
115
Properties=species:S:1:pos:R:3:forces:R:3:mulliken_charge:R:1
H -9.10800 -17.56598 13.91600 -1.972 0.450 -0.630 -0.14
H -9.28356 -12.21206 14.99786 0.203 0.300 0.311 0.45
C -4.25683 -22.60147 10.66496 -0.064 0.429 -0.863 -0.81
H -1.39132 -23.12660 12.50658 -0.114 0.038 -0.771 0.42
C -2.28519 -22.68178 12.06528 -1.338 1.365 1.598 -0.63
C -7.06529 -15.14814 6.12763 0.272 0.006 -0.158 0.00
C -12.82503 -21.33333 11.14835 -1.381 0.370 -1.712 -0.23
H -12.92765 -22.87442 12.69267 1.275 0.607 -0.865 0.48
H -8.28945 -13.95097 10.06721 0.710 0.757 0.936 0.61
H -4.16125 -12.61749 6.71182 0.044 -0.586 -0.959 0.39
C -12.38926 -16.58285 14.69036 1.853 -1.323 0.826 -0.72
H -6.75622 -13.16117 16.02127 0.570 -0.132 0.290 0.57
H -5.21086 -15.02444 15.44424 1.014 0.049 -0.103 0.54
H -3.01436 -16.06493 9.32959 -0.565 0.271 -0.998 0.34
H -4.41640 -20.14587 12.98642 0.351 -0.026 -0.138 0.43
C -4.75845 -21.45801 11.28756 1.903 -1.337 0.275 0.75
H -10.24656 -19.68732 13.65174 0.089 -0.276 0.090 0.50
C -8.85326 -15.95100 9.74779 1.239 -1.105 -2.039 -0.40
H -8.60012 -13.63631 13.06316 0.167 -0.068 -0.348 0.79
C -12.57461 -13.41008 10.69240 -1.573 1.275 -0.372 -0.60
H -3.88167 -14.77526 5.16643 1.124 -0.186 -0.065 0.47
H -12.03488 -12.45368 10.78750 -0.319 -0.581 -0.016 0.47
C -12.11761 -12.67849 16.56519 0.210 0.797 1.977 -0.43
C -3.98779 -20.97512 12.41585 -2.684 0.482 -0.694 0.01
C -6.15843 -14.97406 14.96927 0.156 1.661 1.287 -1.29
C -7.92956 -22.33056 14.06440 -0.757 -1.194 0.865 0.47
H -3.50443 -15.29235 10.89187 1.055 -0.771 -0.782 0.38
H -6.05675 -22.26172 13.55120 0.405 0.796 -0.176 0.34
C -4.91762 -13.35398 6.40538 -0.414 -0.523 0.890 -0.60
C -3.19357 -16.23842 10.36706 1.685 -0.051 1.423 -1.53
C -7.00633 -14.01439 15.40988 -1.596 -0.473 0.228 -0.73
N -8.84942 -16.35045 11.11194 0.583 0.080 2.794 0.73
H -4.74722 -23.00514 9.77502 0.022 0.187 0.302 0.43
C -9.74641 -12.97389 16.99966 1.083 0.378 -1.375 -0.40
C -5.66508 -19.21708 10.78753 -0.011 0.240 -0.529 0.33
N -10.04561 -21.48333 11.19229 -3.378 -0.315 -0.986 -0.40
C -12.11530 -14.54928 11.34548 -3.475 -1.430 -3.582 0.30
O -6.94631 -21.26796 10.08608 0.717 -0.530 -2.177 -0.77
C -8.67544 -14.56692 13.63138 -0.876 -1.120 1.353 0.02
H -7.90005 -15.86818 5.95048 0.737 0.845 0.343 0.36
H -9.61760 -16.78118 11.57832 -1.499 0.844 0.132 0.15
C -12.19785 -18.97486 14.25861 0.920 0.061 -0.467 -0.65
H -2.13859 -16.55363 10.65051 -1.432 0.175 0.370 0.38
C -10.84292 -18.83493 13.93571 -0.587 0.172 -0.252 0.22
C -10.25731 -17.58370 13.91524 1.197 0.042 0.627 0.11
H -5.52905 -15.39285 10.97538 0.506 -0.147 0.109 0.50
H -12.44460 -19.55040 9.91575 -0.596 0.142 -0.833 0.50
H -15.59218 -14.68875 9.71903 0.122 -0.302 -0.311 0.46
H -13.04818 -12.28243 17.06481 0.730 -0.662 -1.128 0.43
H -2.54782 -23.84458 10.32443 -0.302 -0.213 0.135 0.42
C -4.31741 -17.19058 10.65826 -0.609 0.070 -0.620 0.28
N -6.77441 -21.53084 13.71397 -0.756 -1.905 -1.007 -0.38
C -12.87229 -17.90612 14.80124 -0.432 1.321 -0.801 -1.01
C -14.55502 -14.69478 10.02194 0.961 1.327 -0.210 -0.85
C -9.26005 -23.92987 14.91288 2.158 -1.126 1.027 0.22
H -10.07930 -25.61319 15.61178 1.783 0.549 0.256 0.33
C -7.68367 -15.63377 13.19083 0.650 0.303 0.012 0.14
C -9.54656 -13.16920 15.48443 1.151 -1.074 2.078 0.41
C -13.80123 -15.82567 10.28161 1.415 0.731 1.198 -0.19
H -7.85439 -16.26911 9.34265 -0.747 0.678 -0.018 0.26
C -4.41236 -18.60789 10.53781 -0.554 1.233 0.789 -0.41
C -12.24303 -22.26466 12.02548 -0.094 0.094 0.338 -0.70
C -5.80384 -20.68547 10.68216 -3.054 0.735 2.813 1.11
H -10.06978 -14.21090 10.06707 0.157 0.031 0.404 -0.71
C -10.67536 -20.64599 10.26991 1.596 -0.883 1.375 0.06
H -12.72361 -19.90031 14.07574 0.087 -0.211 0.434 0.47
C -5.79224 -15.45177 5.59896 -2.136 -0.204 0.875 -0.59
Ta -8.00305 -20.95119 11.60936 3.587 0.641 2.256 1.49
H -6.34260 -12.10949 7.41044 0.247 -0.613 0.117 0.38
N -12.61629 -15.76474 10.95723 -0.239 0.291 0.460 -0.15
C -6.73811 -18.43593 11.26667 -0.767 -2.186 0.032 -0.78
Te -9.34119 -13.64667 7.68440 1.699 -0.053 -0.928 0.28
N -11.14957 -14.42860 12.19792 4.008 -0.225 4.896 0.17
H -6.42264 -20.92532 14.42573 0.209 0.545 0.692 0.31
C -10.02573 -22.74419 13.22765 0.858 -2.200 -2.082 0.77
H -8.82909 -15.15525 15.74594 0.713 0.674 -0.500 0.43
H -8.53261 -25.11063 16.30332 2.132 -0.520 2.223 0.27
H -13.98537 -21.39635 10.98006 2.391 0.599 0.603 0.38
C -2.99945 -23.11163 10.98576 0.605 -1.012 -0.547 -0.67
C -11.07372 -16.45441 14.16055 -0.331 -0.633 1.344 0.80
H -14.06787 -16.82804 10.00993 -0.506 -0.235 -0.102 0.40
O -7.91456 -19.10127 11.83206 1.031 0.686 -0.736 -0.89
C -13.85450 -13.45365 10.10191 -0.220 -0.583 0.111 -0.41
P -10.59230 -14.86493 13.60385 1.501 1.572 -4.611 0.21
H -12.75718 -15.73167 15.28585 -0.590 -0.510 -0.934 0.41
H -14.36045 -12.54658 9.70416 0.623 -0.684 0.439 0.43
C -12.03596 -20.43084 10.35016 -0.627 -1.394 1.455 -0.81
N -9.18913 -25.03761 15.61596 -4.924 -0.060 -2.399 -0.27
N -10.25318 -23.74480 14.04088 -1.274 2.019 -0.554 -0.54
H -3.52981 -19.24530 10.42530 -0.361 0.358 -0.460 0.63
H -2.36223 -21.41854 13.69487 0.657 1.051 1.770 0.52
C -10.85497 -22.24738 12.11484 0.144 1.751 -1.220 0.35
C -5.47703 -16.47898 10.99298 0.119 -0.595 -0.051 0.35
H -9.58211 -16.46458 9.13073 -0.313 -0.433 0.352 0.63
C -10.99482 -12.72108 17.46302 0.739 0.270 -1.327 -0.83
C -6.17040 -13.10578 6.97046 1.065 3.062 0.363 -0.07
H -5.77271 -16.65642 13.64792 -1.008 1.339 0.175 0.38
C -10.74987 -13.57922 14.82520 -3.241 -0.234 0.743 0.36
H -12.96210 -13.28465 14.69118 1.200 -0.188 0.367 0.56
C -9.10431 -14.48723 9.66290 -0.306 0.562 -1.525 -0.32
N -8.77089 -22.25214 13.02168 -0.316 0.175 1.780 -0.06
C -8.47666 -14.24718 15.16035 -0.530 -0.568 -1.084 -0.04
C -4.75395 -14.56729 5.72682 0.306 1.256 0.007 -0.52
H -13.85668 -18.11436 15.14056 -0.732 0.206 0.523 0.44
H -5.70143 -16.43117 5.16626 0.386 -0.042 -0.515 0.43
H -11.07317 -12.37026 18.44414 -0.561 0.054 1.530 0.49
H -8.78881 -12.99452 17.59580 -1.406 0.460 -0.393 0.39
C -6.48305 -15.81172 13.91674 -1.022 -2.039 -1.423 -0.93
C -7.21970 -13.90960 6.79615 -3.544 -3.262 0.141 -0.30
C -6.65878 -17.10529 11.35835 0.372 3.830 0.693 -0.69
C -7.75894 -16.21143 11.91777 -0.099 -3.111 -1.869 0.07
C -2.89062 -21.61519 12.82881 1.707 -2.373 -1.514 -0.88
H -9.94415 -20.15201 9.56325 -1.279 -0.379 0.663 0.57
C -12.01118 -13.18517 15.27856 -0.585 0.106 -1.007 -0.99
N -8.15808 -23.11818 15.07480 0.898 1.486 -0.730 -0.65
```
Positions in Å, forces in eV/Å.

The calculation puts the total energy at -3394.0152 Ha. The largest force on an atom is 6.33 eV/Å. The value obtained for the LUMO energy (spin up / spin down) is -11.888 / -11.889 eV. The HOMO energy (spin up / spin down) comes out at -0.5486 / -0.5485 hartree. The value obtained for the gap between HOMO and LUMO (spin up / spin down) is 3.04 / 3.04 eV. As for the energy above the lowest of the compared OMol25 structures with the same formula, charge and spin: 0.916 eV. The net charge is +4.